(1)
CH4ClN3O | ωB97M-V/def2-TZVPD

Cartesian coordinates (Å):
C1 0.619341 0.117908 -0.062433
N1 1.267068 -0.723389 0.543632
N2 0.800259 1.416187 -0.333828
N3 -0.960189 -0.328462 -0.812138
O1 -1.276886 -1.508055 -0.269026
Cl1 -2.159992 0.797754 -0.117527
H1 1.313681 -1.719874 0.601972
H2 1.306383 1.834218 0.384307
H3 -0.239769 1.738357 -0.406193
H4 -0.669898 -1.624642 0.471238

Atomic forces in eV per Å
C -0.602 -1.952 -2.176
N 0.413 0.592 0.741
N -3.943 -0.445 -1.181
N 6.114 -2.581 0.641
O -0.458 -1.143 -0.759
Cl -4.864 4.456 1.572
H -0.383 -0.184 -0.343
H 1.152 1.225 1.317
H 2.247 0.384 0.026
H 0.323 -0.353 0.161

Its lowest unoccupied orbital energy (spin up / spin down) is 0.7 / -2.5 eV. Its multiplicity is 3. As for the expectation value of S²: 2.01. As for the HOMO energy (spin up / spin down): -5.75 / -10.44 eV. Its HOMO-LUMO gap (spin up / spin down) is 0.23782 / 0.29210 Ha.


(2)
CH4ClNO | ωB97M-V/def2-TZVPD

Cartesian coordinates (Å):
C1 -0.431693 -0.143100 0.966597
N1 0.386599 0.169353 -1.539975
O1 0.677017 -0.243802 0.192874
Cl1 -0.820161 1.637261 1.319219
H1 -0.068406 -0.356894 1.953800
H2 -1.446531 -0.674517 0.743753
H3 1.388999 0.331483 -1.746605
H4 0.314174 -0.719785 -1.889664

Atomic forces in eV per Å
C -1.236 0.906 0.009
N 1.364 2.219 4.306
O -0.679 0.000 -3.966
Cl -0.382 -0.195 -0.409
H 0.066 -0.925 0.409
H 2.072 0.920 -0.125
H -0.456 0.443 0.520
H -0.749 -3.368 -0.744

Its lowest unoccupied orbital energy is -0.3 eV. As for the HOMO energy: -10.37 eV. Its HOMO-LUMO gap is 0.36903 Ha.


(3)
CH4ClNO2S | ωB97M-V/def2-TZVPD

Cartesian coordinates (Å):
C1 -0.364750 -1.480148 -0.303904
O1 -0.705676 -0.285202 0.333347
S1 0.253818 0.906750 0.052757
N1 -0.382237 2.258059 0.147482
O2 1.117122 0.626238 -1.407819
Cl1 1.567250 0.388088 1.490866
H1 0.379681 -1.115043 -0.914932
H2 -1.228892 -1.857943 -0.868661
H3 -0.074137 -2.194251 0.464675
H4 -0.562179 2.753450 1.006190

Atomic forces in eV per Å
C -1.347 -1.879 0.503
O -1.899 1.766 0.729
S 3.373 1.058 -5.879
N 0.719 -1.392 -0.291
O -3.917 1.214 6.220
Cl 0.569 0.359 0.465
H 2.014 -0.975 -2.021
H 0.274 0.236 0.217
H 0.230 -0.076 -0.208
H -0.017 -0.312 0.265

Its lowest unoccupied orbital energy is 0.0 eV. As for the HOMO energy: -10.63 eV. Its HOMO-LUMO gap is 0.39069 Ha.


(4)
CH4ClNP2 | ωB97M-V/def2-TZVPD

Cartesian coordinates (Å):
C1 -2.014717 0.140258 -0.498907
N1 0.403704 0.211839 0.471096
P1 -0.229356 -0.430030 -0.818118
P2 2.630605 0.526117 0.547061
Cl1 3.198058 -1.048894 -0.472214
H1 -2.624905 0.099928 -1.331326
H2 -2.501685 -0.501649 0.205028
H3 -1.862703 1.006605 0.124418
H4 3.001001 -0.004171 1.772961

Atomic forces in eV per Å
C 2.219 -0.977 1.935
N 3.067 0.690 0.373
P -0.291 0.437 0.515
P -3.786 0.990 -0.497
Cl 0.777 -1.453 -1.086
H -1.068 0.777 -1.921
H -0.103 -1.049 0.512
H -0.360 0.942 -0.629
H -0.455 -0.356 0.798

Its lowest unoccupied orbital energy is -0.3 eV. As for the HOMO energy: -8.50 eV. Its HOMO-LUMO gap is 0.30191 Ha.


(5)
CH4ClPS | ωB97M-V/def2-TZVPD

Cartesian coordinates (Å):
C1 -1.570020 -0.598170 0.374009
P1 0.537920 0.214843 -1.754681
S1 -0.088022 0.515064 0.106174
Cl1 3.447368 0.566330 0.063982
H1 -2.176834 -0.703913 -0.527778
H2 -2.286342 -0.348052 1.097205
H3 -1.102492 -1.500644 0.845032
H4 3.238423 1.854544 -0.203946

Atomic forces in eV per Å
C 1.550 -1.261 -0.415
P 0.127 -0.347 -1.257
S -1.364 0.265 1.672
Cl -0.034 1.465 -0.235
H 0.666 -0.519 -0.147
H -0.569 1.566 1.313
H -0.615 0.255 -1.232
H 0.240 -1.424 0.300

Its lowest unoccupied orbital energy (spin up / spin down) is 0.7 / -1.2 eV. Its multiplicity is 3. As for the expectation value of S²: 2.01. As for the HOMO energy (spin up / spin down): -7.32 / -9.97 eV. Its HOMO-LUMO gap (spin up / spin down) is 0.29641 / 0.32199 Ha.


(6)
CH4CsO | ωB97M-V/def2-TZVPD

Cartesian coordinates (Å):
Cs1 0.961050 -0.980322 2.871252
C1 -0.233689 0.528816 -0.358276
O1 -0.358318 -0.873134 -0.705492
H1 0.359061 0.563740 0.555799
H2 0.115801 1.173222 -1.164937
H3 -1.211697 0.851138 -0.000923
H4 0.367792 -1.263460 -1.197423

Atomic forces in eV per Å
Cs 0.225 -0.317 0.863
C -1.627 -0.855 -1.005
O -0.932 1.972 1.596
H 0.835 0.003 0.071
H 0.714 -0.270 -0.106
H -0.334 -0.241 -0.124
H 1.119 -0.292 -1.294

Its lowest unoccupied orbital energy (spin up / spin down) is -8.3 / -15.0 eV. The charge is +2. Its multiplicity is 2. As for the expectation value of S²: 0.75. As for the HOMO energy (spin up / spin down): -24.30 / -24.09 eV. Its HOMO-LUMO gap (spin up / spin down) is 0.58958 / 0.33348 Ha.


(7)
CH4F2InNO5S2 | ωB97M-V/def2-TZVPD

Cartesian coordinates (Å):
In1 0.705341 0.949860 -1.749210
N1 -1.624739 -0.665594 -0.906837
S1 -3.074711 -1.146382 -1.419547
O1 -4.059272 -0.116457 -1.256006
O2 -3.451237 -2.523579 -1.412932
F1 -2.598611 -0.970251 -2.925417
S2 -1.626901 -1.404720 0.574955
O3 -1.338953 -2.801569 0.572415
O4 -2.590580 -0.814472 1.449455
F2 -0.285457 -0.733987 1.071156
C1 3.643098 1.570458 0.994771
O5 2.299059 1.784125 0.572020
H1 4.201748 2.328562 0.420431
H2 3.874452 1.636920 2.056348
H3 4.068684 0.608692 0.689355
H4 1.858078 2.298393 1.269043

Atomic forces in eV per Å
In 0.702 0.390 -0.096
N -1.172 -1.191 2.490
S -2.994 -0.419 -7.669
O 1.140 -0.335 1.245
O 0.688 1.023 1.639
F -0.373 0.123 1.058
S 3.963 -0.005 4.748
O -0.723 1.190 -0.963
O -0.453 -0.403 -1.478
F -0.629 -0.334 -0.813
C 1.074 0.119 -0.545
O -0.375 -0.364 0.594
H 0.395 -0.043 0.288
H -0.671 0.432 0.081
H -0.550 -0.094 -0.418
H -0.023 -0.089 -0.160

Its lowest unoccupied orbital energy is -15.7 eV. The charge is +2. As for the HOMO energy: -18.11 eV. Its HOMO-LUMO gap is 0.08755 Ha.


(8)
CH4F2OSi | ωB97M-V/def2-TZVPD

Cartesian coordinates (Å):
C1 1.265746 -0.544223 -0.552522
O1 0.764185 0.671134 0.067700
F1 -1.811951 -0.224391 -0.573059
F2 -1.603138 2.029612 0.384552
Si1 -1.141287 0.567193 0.614753
H1 0.859065 -1.497571 -0.031635
H2 2.335380 -0.696405 -0.259608
H3 1.063915 -0.635721 -1.566369
H4 -1.731911 0.330369 1.916186

Atomic forces in eV per Å
C 1.501 -1.203 4.443
O 2.150 -1.063 -2.119
F -0.562 -0.575 -1.078
F -0.063 2.176 -0.733
Si -0.105 -1.954 2.203
H -0.596 1.675 -0.652
H -0.588 0.938 -0.933
H -0.554 0.273 -1.973
H -1.183 -0.267 0.843

Its lowest unoccupied orbital energy (spin up / spin down) is 0.7 / -4.0 eV. Its multiplicity is 3. As for the expectation value of S²: 2.00. As for the HOMO energy (spin up / spin down): -5.18 / -12.09 eV. Its HOMO-LUMO gap (spin up / spin down) is 0.21788 / 0.29855 Ha.


(9)
CH4F2Si | ωB97M-V/def2-TZVPD

Cartesian coordinates (Å):
C1 -0.955104 1.076488 -0.337996
F1 -2.175795 0.939365 0.082817
F2 0.228690 -1.829634 1.419595
Si1 0.988973 -1.022293 0.249248
H1 -0.755771 0.783382 -1.395967
H2 -0.509464 2.006664 -0.075108
H3 1.351752 -1.872436 -0.918488
H4 1.826718 -0.081536 0.975898

Atomic forces in eV per Å
C 3.862 -2.391 -2.141
F -1.842 -0.492 0.697
F 0.355 -0.392 -0.424
Si -3.047 2.214 0.365
H -0.862 0.553 0.746
H 0.408 0.544 0.515
H 0.190 0.190 0.443
H 0.936 -0.226 -0.201

Its lowest unoccupied orbital energy (spin up / spin down) is -0.1 / 0.0 eV. As for the HOMO energy (spin up / spin down): -7.91 / -7.74 eV. Its HOMO-LUMO gap (spin up / spin down) is 0.28851 / 0.28467 Ha.


(10)
CH4F2Si | ωB97M-V/def2-TZVPD

Cartesian coordinates (Å):
C1 0.469686 0.501281 0.139981
F1 -2.822470 0.124835 1.032813
F2 -1.847651 -2.092662 1.511509
Si1 -1.741090 -0.926598 0.426090
H1 0.773962 0.510881 -0.935504
H2 0.055465 1.494046 0.591775
H3 1.331321 0.161544 0.760425
H4 -1.670719 -1.516983 -0.970841

Atomic forces in eV per Å
C -2.092 0.031 1.429
F 0.579 -0.733 -1.152
F 0.280 0.073 -0.438
Si 3.000 1.987 0.053
H -0.737 0.106 0.909
H 0.892 -1.723 -1.240
H -0.927 -0.022 -0.352
H -0.995 0.282 0.791

Its lowest unoccupied orbital energy is 0.6 eV. As for the HOMO energy: -9.23 eV. Its HOMO-LUMO gap is 0.35986 Ha.


(11)
CH4FN | ωB97M-V/def2-TZVPD

Cartesian coordinates (Å):
C1 0.395202 -0.216440 -0.233739
N1 -0.571871 0.795121 -0.155800
F1 1.694099 0.215836 0.047842
H1 0.472735 -1.019253 -0.948666
H2 -0.171194 -1.853707 0.815434
H3 -1.574496 0.695195 -0.186860
H4 -0.244472 1.383248 0.661789

Atomic forces in eV per Å
C -0.305 -2.058 1.135
N 3.130 0.838 1.603
F -2.488 -0.307 0.079
H -0.500 0.791 -0.607
H 0.895 2.169 -0.763
H 0.298 -0.835 -0.051
H -1.030 -0.598 -1.396

Its lowest unoccupied orbital energy (spin up / spin down) is 0.4 / 0.5 eV. As for the HOMO energy (spin up / spin down): -8.05 / -8.22 eV. Its HOMO-LUMO gap (spin up / spin down) is 0.31146 / 0.32158 Ha.


(12)
CH4FN2 | ωB97M-V/def2-TZVPD

Cartesian coordinates (Å):
C1 0.793630 -0.091998 0.078004
N1 1.180622 1.106386 -0.014152
N2 -2.010026 -0.688319 -0.038454
F1 1.538413 -1.116605 -0.062207
H1 0.510544 1.867600 0.093597
H2 2.159205 1.377057 -0.202391
H3 -2.034768 -1.404559 -0.757946
H4 -2.137618 -1.049559 0.903550

Atomic forces in eV per Å
C -0.575 -1.180 -0.172
N 0.467 0.650 -0.093
N 1.262 1.367 -0.081
F -0.352 0.813 0.110
H -0.065 -0.207 0.011
H -0.332 -0.290 0.071
H -0.195 -0.562 0.220
H -0.210 -0.592 -0.066

Its lowest unoccupied orbital energy (spin up / spin down) is -7.9 / -5.6 eV. The charge is +1. As for the HOMO energy (spin up / spin down): -16.03 / -15.71 eV. Its HOMO-LUMO gap (spin up / spin down) is 0.29806 / 0.37203 Ha.


Asked for energy relative to the best compared isomer or geometry (same formula, charge and spin) across the records above, the calculation gives 3.158 3.905 2.469 1.972 0.000 0.379 0.559 0.547 5.831 2.611 3.615 5.429 eV in order.
Asked for E_tot across the records above, the calculation gives -20134.5824 -17158.5901 -30040.7259 -33689.7962 -33746.2804 -3676.4931 -45080.6377 -16459.5399 -14412.1304 -14415.3499 -5305.4967 -6787.1998 eV in order.